--- A ---
{"formula": "C2H4N2OS", "method": "ωB97M-V/def2-TZVPD", "gap_ev": 7.7, "e_lumo_ev": -0.97, "spin_multiplicity": 1, "symbols": ["C", "C", "H", "H", "H", "H", "N", "N", "O", "S"], "xyz": [[-0.573, -0.217, 0.300], [0.398, 0.268, -0.516], [-0.423, -0.968, 2.361], [1.199, -0.021, 1.563], [0.182, 1.389, -1.339], [3.450, -0.107, -0.843], [0.069, -0.592, 1.456], [1.686, -0.046, -0.353], [2.556, 0.816, -1.015], [-2.256, -0.166, -0.002]]}

***

--- B ---
{"formula": "C2H4N2OS", "method": "ωB97M-V/def2-TZVPD", "gap_ev": 9.2, "e_lumo_ev": 0.59, "spin_multiplicity": 1, "smiles": "[H]/N=C1/NSCO1", "symbols": ["H", "N", "C", "N", "S", "C", "O", "H", "H", "H"], "xyz": [[-2.915, 0.455, 0.089], [-2.312, -0.356, -0.018], [-1.044, -0.063, -0.054], [-0.080, -1.016, 0.275], [1.441, -0.459, -0.161], [0.825, 1.091, 0.291], [-0.503, 1.157, -0.262], [-0.370, -1.936, 0.058], [0.841, 1.076, 1.386], [1.461, 1.926, -0.096]]}

***

--- C ---
{"formula": "C2H4N2OS", "method": "ωB97M-V/def2-TZVPD", "gap_ev": [8.3, 8.1], "e_lumo_ev": [-0.45, -0.75], "spin_multiplicity": 1, "symbols": ["C", "C", "N", "N", "O", "S", "H", "H", "H", "H"], "xyz": [[0.181, 0.623, -0.918], [0.263, -0.778, -0.370], [-0.656, 1.442, -0.438], [-0.840, -0.842, 0.504], [0.581, 1.651, 1.845], [-1.241, 0.732, 0.935], [0.766, 0.863, -1.699], [0.180, -1.511, -1.102], [1.355, -0.804, -0.085], [-0.588, -1.376, 1.328]]}

***

What is the stability order? It is B, C, A, from most stable to least stable.

***

--- A ---
{"formula": "C6H11N2", "method": "ωB97M-V/def2-TZVPD", "gap_ev": 12.5, "e_lumo_ev": -3.55, "spin_multiplicity": 1, "smiles": "CC[C@H]1C[N@@+]1(C)C#N", "total_charge": 1, "symbols": ["C", "C", "C", "C", "N", "C", "C", "N", "H", "H", "H", "H", "H", "H", "H", "H", "H", "H", "H"], "xyz": [[2.405, 1.015, -0.003], [0.917, 1.168, -0.410], [0.339, -0.215, -0.169], [-0.206, -0.600, 1.190], [-1.126, -0.465, 0.093], [-1.945, -1.609, -0.522], [-2.006, 0.717, 0.099], [-2.477, 1.761, 0.079], [2.942, 1.864, -0.360], [2.864, 0.171, -0.412], [2.726, 0.976, 1.102], [0.998, 1.521, -1.495], [0.385, 1.904, 0.235], [0.923, -1.114, -0.703], [0.134, -1.667, 1.558], [-0.262, 0.193, 1.964], [-3.010, -1.449, -0.500], [-1.824, -1.572, -1.633], [-1.776, -2.599, -0.113]]}

***

--- B ---
{"formula": "C6H11N2", "method": "ωB97M-V/def2-TZVPD", "gap_ev": 7.5, "e_lumo_ev": -4.21, "spin_multiplicity": 1, "total_charge": 1, "symbols": ["C", "C", "C", "C", "C", "C", "N", "N", "H", "H", "H", "H", "H", "H", "H", "H", "H", "H", "H"], "xyz": [[-0.110, -0.575, 1.983], [0.187, 0.288, 0.746], [-1.143, 0.482, 0.156], [-2.147, 0.084, 1.183], [-0.013, -0.476, -0.521], [1.867, -0.319, -2.106], [-1.520, -0.411, 2.252], [0.530, 0.278, -1.714], [0.081, -1.620, 1.782], [0.653, -0.171, 2.617], [0.800, 1.185, 0.870], [-1.313, 1.358, -0.433], [-3.119, 0.571, 1.173], [2.375, 0.535, -2.598], [2.676, -0.511, -1.320], [1.831, -1.067, -2.949], [-2.119, -0.824, 3.008], [-0.059, -0.075, -2.457], [0.544, 1.267, -1.670]]}

***

--- C ---
{"formula": "C6H11N2", "method": "ωB97M-V/def2-TZVPD", "gap_ev": 10.3, "e_lumo_ev": -3.67, "spin_multiplicity": 1, "smiles": "CCCc1c[nH]c[nH+]1", "total_charge": 1, "symbols": ["C", "C", "C", "C", "C", "N", "C", "N", "H", "H", "H", "H", "H", "H", "H", "H", "H", "H", "H"], "xyz": [[0.659, 2.303, -1.668], [0.801, 1.756, -0.134], [-0.285, 0.900, 0.472], [-0.251, -0.629, 0.627], [0.769, -1.549, 0.736], [0.117, -2.804, 0.782], [-1.228, -2.694, 0.494], [-1.510, -1.363, 0.510], [-0.317, 2.846, -1.854], [1.589, 2.817, -2.000], [0.617, 1.361, -2.317], [0.750, 2.759, 0.476], [1.735, 1.285, -0.035], [-1.206, 1.210, -0.132], [-0.468, 1.239, 1.513], [1.822, -1.443, 0.855], [0.703, -3.643, 0.762], [-1.924, -3.533, 0.520], [-2.375, -0.818, 0.393]]}

***

What is the stability order? It is C, A, B, from most stable to least stable.

***

--- A ---
{"formula": "C6H11N2", "method": "ωB97M-V/def2-TZVPD", "gap_ev": [8.7, 9.3], "e_lumo_ev": [-4.85, -4.71], "spin_multiplicity": 1, "total_charge": 1, "symbols": ["C", "C", "C", "C", "C", "C", "N", "N", "H", "H", "H", "H", "H", "H", "H", "H", "H", "H", "H"], "xyz": [[-1.056, -1.983, 0.121], [-1.587, -1.014, -0.538], [1.423, -0.357, -0.432], [0.290, 0.457, 0.083], [2.833, -0.005, -0.020], [-1.963, 1.228, 0.563], [0.767, -0.686, 0.804], [-1.136, 0.395, -0.401], [-1.031, -2.942, 0.593], [-2.339, -1.094, -1.354], [1.377, -0.877, -1.289], [0.680, 1.318, 0.571], [3.054, 1.006, -0.544], [3.463, -0.736, -0.319], [2.711, 0.242, 0.967], [-1.317, 1.409, 1.395], [-2.162, 2.159, 0.099], [-2.902, 0.721, 1.012], [-1.106, 0.758, -1.311]]}

***

--- B ---
{"formula": "C6H11N2", "method": "ωB97M-V/def2-TZVPD", "gap_ev": [7.9, 6.7], "e_lumo_ev": [-4.54, -5.56], "spin_multiplicity": 1, "total_charge": 1, "symbols": ["C", "C", "C", "C", "C", "C", "N", "N", "H", "H", "H", "H", "H", "H", "H", "H", "H", "H", "H"], "xyz": [[-0.973, 1.780, -0.416], [-1.128, 0.069, -0.537], [-2.253, -0.447, 0.007], [1.097, 0.885, -0.300], [0.270, -0.220, -0.057], [1.975, -1.657, 0.925], [0.402, 2.001, -0.639], [0.602, -1.342, 0.580], [-1.763, 2.272, -1.108], [-1.221, 1.718, 0.583], [-1.123, 0.120, -1.606], [-3.213, -0.541, -0.533], [2.120, 0.728, -0.285], [2.704, -1.935, 0.136], [2.331, -0.801, 1.329], [1.853, -2.526, 1.523], [0.499, 2.604, -1.424], [-0.024, -2.086, 0.773], [-2.154, -0.621, 1.050]]}

***

--- C ---
{"formula": "C6H11N2", "method": "ωB97M-V/def2-TZVPD", "gap_ev": 7.4, "e_lumo_ev": -4.69, "spin_multiplicity": 1, "smiles": "C1=C\\NCC/C=[NH+]/C/1", "total_charge": 1, "symbols": ["C", "C", "N", "C", "C", "C", "N", "C", "H", "H", "H", "H", "H", "H", "H", "H", "H", "H", "H"], "xyz": [[-1.236, 1.443, -0.029], [0.094, 1.781, -0.129], [1.303, 1.140, 0.036], [1.690, -0.238, 0.466], [1.051, -1.490, -0.201], [-0.421, -1.746, -0.210], [-1.071, -0.867, 0.442], [-2.031, 0.145, -0.013], [-1.851, 2.242, 0.014], [0.327, 2.761, -0.411], [2.030, 1.674, -0.448], [1.563, -0.183, 1.512], [2.808, -0.483, 0.296], [1.035, -1.404, -1.291], [1.580, -2.526, -0.074], [-0.931, -2.299, -1.128], [-0.618, -0.395, 1.280], [-2.765, 0.337, 0.788], [-2.559, 0.107, -0.898]]}

***

--- D ---
{"formula": "C6H11N2", "method": "ωB97M-V/def2-TZVPD", "gap_ev": 11.5, "e_lumo_ev": -3.01, "spin_multiplicity": 1, "total_charge": 1, "symbols": ["C", "C", "C", "C", "C", "C", "N", "N", "H", "H", "H", "H", "H", "H", "H", "H", "H", "H", "H"], "xyz": [[1.345, 1.595, -0.323], [0.620, -1.107, 2.610], [-0.478, -1.500, 2.427], [0.742, 0.664, -1.412], [-0.365, 0.601, 0.727], [-1.398, -0.748, -1.272], [0.421, 1.533, 0.726], [-0.208, -0.168, -0.622], [1.389, 2.601, -0.639], [1.488, -0.601, 2.893], [2.331, 1.224, 0.062], [-1.251, -2.172, 2.202], [-0.027, 1.230, -2.008], [1.457, 0.183, -2.066], [-1.286, 0.419, 1.288], [-1.857, -1.690, -0.652], [-2.204, -0.112, -1.356], [-1.134, -1.052, -2.330], [0.416, -0.900, -0.256]]}

***

What is the stability order? It is C, B, D, A, from most stable to least stable.